Here is a structure of composition C32H42BFN6O8STa in a non-equilibrium geometry from the Open Molecules 2025 dataset. Energies are from ωB97M-V/def2-TZVPD.

Cartesian coordinates (Å):
Ta (-0.439, 1.035, 2.656)
N (-1.352, 1.258, 4.708)
C (-2.683, 0.649, 4.979)
C (-2.591, -0.744, 4.410)
N (-2.173, -0.584, 2.994)
H (-0.664, 0.819, 5.323)
H (-1.365, 2.243, 4.959)
H (-3.428, 1.240, 4.453)
H (-2.913, 0.660, 6.043)
H (-3.524, -1.298, 4.505)
H (-1.813, -1.313, 4.919)
H (-2.993, -0.318, 2.453)
H (-1.853, -1.474, 2.625)
F (-0.404, -0.391, -3.860)
C (0.283, -1.057, -2.920)
C (0.064, -0.725, -1.622)
C (0.726, -1.427, -0.599)
C (0.498, -1.109, 0.772)
O (-0.360, -0.164, 1.057)
C (1.221, -1.802, 1.743)
C (2.095, -2.793, 1.333)
N (2.272, -3.142, 0.064)
C (3.224, -4.204, -0.256)
C (3.243, -5.435, 0.593)
C (2.703, -5.501, -0.803)
C (1.608, -2.456, -0.951)
C (1.835, -2.769, -2.296)
C (1.174, -2.097, -3.315)
N (1.389, -2.440, -4.649)
C (0.917, -1.630, -5.780)
C (1.512, -2.167, -7.081)
N (2.908, -2.657, -6.820)
C (2.900, -3.878, -5.918)
C (1.665, -3.819, -5.024)
C (1.209, -1.491, 3.204)
O (1.915, -2.035, 3.997)
O (0.325, -0.537, 3.560)
H (-0.635, 0.066, -1.381)
H (2.680, -3.326, 2.071)
H (4.165, -3.815, -0.625)
H (2.522, -5.513, 1.396)
H (4.208, -5.870, 0.808)
H (1.631, -5.605, -0.908)
H (3.295, -5.992, -1.563)
H (2.551, -3.541, -2.530)
H (1.231, -0.598, -5.639)
H (-0.169, -1.636, -5.893)
H (1.554, -1.388, -7.838)
H (0.965, -3.015, -7.489)
H (3.448, -1.910, -6.380)
H (3.379, -2.876, -7.700)
H (3.830, -3.854, -5.354)
H (2.895, -4.756, -6.561)
H (1.840, -4.441, -4.152)
H (0.798, -4.251, -5.534)
C (-3.419, 4.112, -0.150)
C (-3.657, 2.625, 0.042)
C (-4.029, 1.966, -1.270)
O (-2.361, 2.061, 0.475)
B (-2.441, 1.833, 1.811)
O (-3.671, 2.018, 2.350)
C (-4.612, 2.280, 1.239)
C (-5.527, 3.408, 1.667)
C (-5.396, 0.993, 1.054)
H (-2.666, 4.257, -0.924)
H (-3.060, 4.584, 0.765)
H (-4.330, 4.620, -0.465)
H (-3.325, 2.274, -2.043)
H (-5.025, 2.279, -1.588)
H (-4.018, 0.880, -1.200)
H (-4.967, 4.289, 1.972)
H (-6.144, 3.083, 2.504)
H (-6.195, 3.687, 0.851)
H (-4.746, 0.156, 0.786)
H (-6.148, 1.092, 0.272)
H (-5.912, 0.750, 1.983)
O (2.479, 1.009, 0.952)
C (2.088, 2.091, 1.296)
N (0.685, 2.404, 1.418)
S (0.554, 3.684, 2.436)
O (-0.395, 4.693, 2.155)
O (0.211, 2.810, 3.657)
C (2.195, 4.194, 2.442)
C (2.743, 5.330, 3.006)
C (4.116, 5.482, 2.850)
C (4.873, 4.532, 2.167)
C (4.291, 3.396, 1.612)
C (2.925, 3.239, 1.750)
H (2.145, 6.062, 3.530)
H (4.601, 6.354, 3.267)
H (5.939, 4.684, 2.064)
H (4.879, 2.660, 1.083)

Values from the calculation:
Calculated total energy (a.u.): -2754.33107
Energy relative to the best compared isomer or geometry (same formula, charge and spin) (eV): 0.223
Highest occupied orbital energy (eV): -15.93
Charge: +3
HOMO-LUMO gap (hartree): 0.29991
Multiplicity: 1